one | {
  "formula": "C15H19N3O4",
  "method": "ωB97M-V/def2-TZVPD",
  "species": ["C", "C", "C", "C", "C", "C", "C", "C", "C", "C", "C", "C", "C", "C", "C", "H", "H", "H", "H", "H", "H", "H", "H", "H", "H", "H", "H", "H", "H", "H", "H", "H", "H", "H", "N", "N", "N", "O", "O", "O", "O"],
  "positions_angstrom": [[-0.08, 0.00, -1.66], [1.28, 0.05, -2.24], [-0.18, -1.40, -0.91], [-1.15, -1.50, 0.23], [-0.87, -1.50, 1.54], [-2.52, -1.21, 0.07], [-3.01, -1.18, 1.37], [-3.45, -0.82, -0.87], [-4.25, -1.00, 1.79], [-4.72, -0.59, -0.43], [-5.25, -0.66, 0.86], [2.31, 1.36, -0.25], [3.70, 2.02, -0.32], [2.09, 0.72, 1.07], [3.33, -0.19, 1.39], [-1.01, 1.43, -2.89], [-0.85, -0.20, -3.51], [-0.27, 0.87, -0.93], [-0.35, -2.09, -1.81], [0.79, -1.86, -0.64], [0.00, -1.88, 1.97], [-1.90, -1.19, 3.39], [-3.07, -0.29, -1.87], [-4.62, -1.02, 2.74], [-5.50, -0.10, -1.06], [-6.27, -0.36, 0.96], [3.17, 1.06, -2.33], [1.57, 2.13, -0.19], [1.22, 0.08, 1.16], [2.64, 2.17, 2.41], [4.32, 0.27, 1.68], [3.38, -0.86, 0.44], [3.10, -0.91, 2.18], [5.17, 3.01, 0.47], [-1.08, 0.37, -2.64], [-1.97, -1.45, 2.26], [2.36, 0.66, -1.59], [1.47, -0.16, -3.51], [4.51, 1.68, -1.19], [1.83, 1.66, 2.11], [4.12, 2.89, 0.73]],
  "homo_ev": -7.7464,
  "smiles": "C[C@@H](O)[C@H](NC(=O)[C@@H](N)Cc1c[nH]c2ccccc12)C(=O)O",
  "charge": 0
}

=====

two | {
  "formula": "C15H19N3O4",
  "method": "ωB97M-V/def2-TZVPD",
  "species": ["C", "C", "C", "C", "C", "C", "C", "C", "C", "C", "C", "C", "C", "C", "C", "H", "H", "H", "H", "H", "H", "H", "H", "H", "H", "H", "H", "H", "H", "H", "H", "H", "H", "H", "N", "N", "N", "O", "O", "O", "O"],
  "positions_angstrom": [[-1.40, -1.01, 0.75], [-2.24, -0.31, -0.47], [-1.35, -2.52, 0.54], [-2.68, -3.24, 0.82], [-1.08, 2.01, -0.21], [-1.68, 3.38, -0.01], [0.01, 2.10, -1.27], [0.91, 0.87, -1.28], [0.81, -0.18, -2.06], [2.12, 0.74, -0.47], [2.58, -0.52, -0.77], [2.76, 1.52, 0.50], [3.70, -1.06, -0.12], [3.91, 1.03, 1.13], [4.34, -0.29, 0.80], [-1.41, -0.91, 2.81], [-2.05, 0.46, 2.05], [-0.41, -0.48, 0.63], [-0.68, -2.98, 1.28], [-1.60, -2.50, -1.35], [-2.53, -4.33, 0.65], [-3.07, -3.17, 1.85], [-3.49, -2.88, 0.13], [-2.73, 1.40, -1.34], [-0.65, 1.60, 0.71], [-0.44, 2.22, -2.28], [0.64, 3.00, -1.16], [0.07, -0.42, -2.85], [1.82, -2.03, -2.12], [2.55, 2.56, 0.80], [4.08, -2.05, -0.38], [4.30, 1.60, 1.98], [5.17, -0.65, 1.39], [-0.45, 3.61, 1.43], [-1.97, -0.55, 2.02], [-2.15, 1.06, -0.59], [1.78, -1.12, -1.74], [-2.88, -0.95, -1.28], [-0.89, -2.91, -0.77], [-2.57, 3.79, -0.72], [-1.13, 4.11, 0.97]],
  "homo_ev": -8.4877,
  "smiles": "C[C@@H](O)[C@H](N)C(=O)N[C@@H](Cc1c[nH]c2ccccc12)C(=O)O",
  "charge": 0
}

=====

Which is most stable? The ranking, best first, is two, one.

=====

one | {
  "formula": "C4H12O3",
  "method": "ωB97M-V/def2-TZVPD",
  "species": ["C", "O", "C", "C", "C", "O", "H", "H", "H", "H", "H", "H", "H", "H", "H", "H", "H", "H", "O"],
  "positions_angstrom": [[-2.37, 0.36, -0.28], [-2.42, 1.69, 0.28], [-0.89, 0.27, -0.45], [-0.22, -1.14, -0.95], [1.04, -1.07, -1.72], [0.21, -2.03, 0.24], [-2.69, -0.48, 0.54], [-3.13, 0.14, -1.06], [-3.20, 1.65, 0.87], [-0.47, 0.93, -1.12], [-0.44, 0.42, 0.51], [-0.98, -1.77, -1.51], [1.71, -0.40, -1.18], [1.39, -2.11, -2.04], [1.01, -0.52, -2.70], [0.14, -2.97, 0.10], [3.72, 1.49, 3.24], [3.20, 2.07, 1.88], [4.01, 1.72, 2.35]],
  "homo_ev": -10.2694,
  "smiles": "C[C@@H](O)CCO.O",
  "charge": 0
}

=====

two | {
  "formula": "C4H12O3",
  "method": "ωB97M-V/def2-TZVPD",
  "species": ["C", "O", "C", "C", "C", "O", "H", "H", "H", "H", "H", "H", "H", "H", "H", "H", "H", "H", "O"],
  "positions_angstrom": [[-0.88, -1.23, 1.19], [-1.13, -0.04, 1.96], [0.54, -1.20, 0.71], [0.84, -0.23, -0.38], [-0.18, 0.32, -1.44], [0.02, -0.53, -2.58], [-1.16, -2.14, 1.81], [-1.64, -1.19, 0.38], [-0.50, -0.18, 2.64], [0.74, -2.27, 0.31], [1.24, -0.97, 1.51], [1.54, -0.75, -1.07], [1.44, 0.59, 0.06], [0.12, 1.33, -1.84], [-1.26, 0.63, -1.25], [-0.51, -1.35, -2.54], [-0.17, 3.61, 0.64], [0.33, 2.56, -0.44], [0.61, 3.04, 0.35]],
  "homo_ev": -10.3261,
  "smiles": "OCCCCO.O",
  "charge": 0
}

=====

three | {
  "formula": "C4H12O3",
  "method": "ωB97M-V/def2-TZVPD",
  "species": ["C", "C", "C", "O", "C", "O", "H", "H", "H", "H", "H", "H", "H", "H", "H", "H", "H", "H", "O"],
  "positions_angstrom": [[-1.01, 0.79, 1.03], [0.37, 1.02, 0.41], [1.34, -0.11, 0.67], [2.51, 0.00, -0.15], [-1.94, 0.01, 0.11], [-1.47, -1.31, -0.12], [-0.91, 0.19, 1.94], [-1.52, 1.72, 1.31], [0.21, 1.14, -0.67], [0.84, 1.95, 0.76], [1.60, -0.10, 1.74], [0.90, -1.08, 0.48], [3.10, 0.64, 0.26], [-2.94, -0.10, 0.54], [-2.04, 0.55, -0.83], [-1.17, -1.36, -1.03], [0.98, -0.57, -2.06], [0.73, -2.08, -1.98], [0.41, -1.28, -2.41]],
  "homo_ev": -10.0014,
  "smiles": "OCCCCO.O",
  "charge": 0
}

=====

Which is most stable? The ranking, best first, is three, two, one.

=====

one | {
  "formula": "CH3FN2O",
  "method": "ωB97M-V/def2-TZVPD",
  "species": ["C", "N", "N", "O", "F", "H", "H", "H"],
  "positions_angstrom": [[0.47, -0.35, -0.10], [-1.38, 0.91, -0.69], [-0.68, 0.46, 0.24], [0.78, -1.36, 0.76], [1.61, 0.60, -0.24], [0.40, -0.88, -1.08], [-2.16, 1.71, -0.49], [0.96, -1.09, 1.60]],
  "homo_ev": -9.5751,
  "smiles": "[H]/N=N/[C@H](O)F",
  "charge": 0
}

=====

two | {
  "formula": "CH3FN2O",
  "method": "ωB97M-V/def2-TZVPD",
  "species": ["C", "N", "N", "O", "F", "H", "H", "H"],
  "positions_angstrom": [[1.31, 0.24, 0.00], [-1.51, 0.05, 0.13], [-0.02, -0.25, 0.08], [1.67, 1.37, 0.14], [2.01, -0.95, -0.05], [-1.64, 1.00, -0.06], [-1.84, -0.28, -0.77], [0.02, -1.18, 0.53]],
  "homo_ev": -9.9675,
  "smiles": "NNC(=O)F",
  "charge": 0
}

=====

Which is most stable? The ranking, best first, is two, one.

=====

one | {
  "formula": "C3H4",
  "method": "ωB97M-V/def2-TZVPD",
  "species": ["C", "C", "C", "H", "H", "H", "H"],
  "positions_angstrom": [[-1.29, 0.54, 0.45], [-0.94, -0.39, 1.26], [1.30, 0.59, -2.17], [-0.11, 0.24, 1.61], [-1.24, -1.28, 1.90], [0.59, -0.39, -1.95], [1.69, 0.70, -1.11]],
  "homo_ev": [-9.7417, -9.7570],
  "charge": 0
}

=====

two | {
  "formula": "C3H4",
  "method": "ωB97M-V/def2-TZVPD",
  "species": ["C", "C", "C", "H", "H", "H", "H"],
  "positions_angstrom": [[1.00, -0.03, -0.01], [-0.49, -0.09, 0.08], [-1.72, -0.04, 0.02], [1.46, -0.92, -0.48], [1.37, 0.06, 0.99], [1.19, 0.95, -0.50], [-2.82, 0.06, -0.11]],
  "homo_ev": -9.8648,
  "smiles": "C#CC",
  "charge": 0
}

=====

Which is most stable? The ranking, best first, is two, one.

=====

one | {
  "formula": "C2H7N4",
  "method": "ωB97M-V/def2-TZVPD",
  "species": ["C", "C", "N", "N", "N", "N", "H", "H", "H", "H", "H", "H", "H"],
  "positions_angstrom": [[-0.42, 1.29, 1.42], [-0.29, 0.44, -0.90], [-0.58, 1.39, 2.58], [-0.01, 0.87, 0.38], [1.14, -1.45, -0.48], [-0.13, -1.09, -0.89], [-1.29, 0.85, -1.11], [0.43, 0.79, -1.69], [-0.66, 2.14, 3.19], [1.36, -0.96, 0.35], [1.79, -1.20, -1.28], [-0.80, -1.31, 0.02], [-0.53, -1.77, -1.60]],
  "homo_ev": -14.1708,
  "smiles": "N=C=NC[NH2+]N",
  "charge": 1
}

=====

two | {
  "formula": "C2H7N4",
  "method": "ωB97M-V/def2-TZVPD",
  "species": ["C", "C", "N", "N", "N", "N", "H", "H", "H", "H", "H", "H", "H"],
  "positions_angstrom": [[-1.99, 0.70, -0.51], [-1.16, -0.14, 0.44], [-2.36, -0.48, -0.36], [0.74, -1.57, 0.33], [0.04, -0.60, -0.28], [1.29, 0.95, -0.28], [-2.11, 1.66, -0.96], [-1.30, -0.22, 1.59], [1.63, -1.73, -0.11], [0.71, -1.95, 1.24], [0.80, 1.72, -0.68], [1.80, 1.09, 0.59], [1.91, 0.56, -1.02]],
  "homo_ev": [-14.6361, -14.6357],
  "charge": 1
}

=====

three | {
  "formula": "C2H7N4",
  "method": "ωB97M-V/def2-TZVPD",
  "species": ["C", "C", "N", "N", "N", "N", "H", "H", "H", "H", "H", "H", "H"],
  "positions_angstrom": [[-1.28, -0.14, 0.46], [0.84, 0.97, -0.23], [3.44, -0.30, 0.34], [2.51, -0.73, -0.18], [-2.30, -0.84, -0.16], [-0.33, 0.28, -0.36], [-1.01, -0.03, 1.46], [1.10, 1.46, -1.06], [1.15, 1.24, 0.80], [4.34, -0.23, 0.77], [-3.16, -1.02, 0.36], [-2.44, -0.41, -1.07], [-0.47, 0.22, -1.36]],
  "homo_ev": [-11.1446, -11.6952],
  "charge": 1
}

=====

Which is most stable? The ranking, best first, is one, three, two.

=====

one | {
  "formula": "C2H7N4",
  "method": "ωB97M-V/def2-TZVPD",
  "species": ["C", "C", "N", "N", "N", "N", "H", "H", "H", "H", "H", "H", "H"],
  "positions_angstrom": [[0.70, -0.16, -0.03], [2.06, 0.47, -0.12], [-3.76, 0.40, 0.11], [-3.01, -0.39, -0.07], [-0.26, 0.36, -0.75], [0.60, -1.34, 0.67], [2.80, -0.11, 0.46], [2.41, 0.50, -1.13], [1.87, 1.51, 0.26], [-4.15, 1.37, 0.38], [-0.10, 1.12, -1.40], [1.19, -2.10, 1.07], [-0.35, -1.62, 0.55]],
  "homo_ev": [-12.6862, -12.6866],
  "charge": 1
}

=====

two | {
  "formula": "C2H7N4",
  "method": "ωB97M-V/def2-TZVPD",
  "species": ["C", "C", "N", "N", "N", "N", "H", "H", "H", "H", "H", "H", "H"],
  "positions_angstrom": [[-0.78, -0.63, -0.33], [0.82, 1.17, -0.27], [1.68, 1.74, 2.07], [0.69, 1.24, 1.70], [-1.12, -1.91, -0.54], [0.38, -0.13, -0.64], [-1.41, 0.01, 0.39], [1.88, 1.24, -0.42], [0.14, 2.11, -0.62], [1.68, 1.89, 3.07], [-2.06, -2.30, -0.60], [-0.37, -2.48, -0.89], [1.08, -0.59, -1.18]],
  "homo_ev": [-12.4177, -12.4170],
  "charge": 1
}

=====

Which is most stable? The ranking, best first, is two, one.

=====

one | {
  "formula": "C4H6N",
  "method": "ωB97M-V/def2-TZVPD",
  "species": ["C", "C", "C", "C", "N", "H", "H", "H", "H", "H", "H"],
  "positions_angstrom": [[2.25, -0.15, 0.38], [-0.60, 1.53, -0.45], [-0.19, 0.26, -0.06], [-0.95, -1.08, 0.05], [1.14, 0.03, 0.17], [3.29, -0.20, 0.68], [0.05, 2.45, -0.32], [-1.57, 1.42, -0.87], [-1.48, -1.20, -0.92], [-0.23, -1.92, 0.39], [-1.71, -1.16, 0.93]],
  "homo_ev": -14.8897,
  "smiles": "C#[N+]C(=C)C",
  "charge": 1
}

=====

two | {
  "formula": "C4H6N",
  "method": "ωB97M-V/def2-TZVPD",
  "species": ["C", "C", "C", "C", "N", "H", "H", "H", "H", "H", "H"],
  "positions_angstrom": [[1.98, 1.36, -2.83], [-0.04, 0.19, -0.36], [-0.94, -0.96, 1.83], [-0.11, 0.72, -1.61], [0.99, 1.15, -2.19], [2.88, 1.83, -3.25], [0.88, 0.00, 0.30], [-0.65, -0.08, 2.45], [-1.84, -0.92, 1.34], [-0.46, -1.86, 1.92], [-1.02, 0.65, -2.13]],
  "homo_ev": [-13.1010, -14.4052],
  "charge": 1
}

=====

Which is most stable? The ranking, best first, is one, two.

=====

one | {
  "formula": "C2HClF3N",
  "method": "ωB97M-V/def2-TZVPD",
  "species": ["C", "C", "N", "F", "F", "F", "Cl", "H"],
  "positions_angstrom": [[-0.58, 0.24, -0.33], [0.88, -0.16, 0.47], [-0.97, -0.59, -1.21], [0.85, -1.29, 1.19], [1.16, 0.91, 1.28], [1.86, -0.26, -0.41], [-1.25, 1.53, 0.36], [-1.95, -0.38, -1.36]],
  "homo_ev": -11.2988,
  "smiles": "[H]/N=C(\\Cl)C(F)(F)F",
  "charge": 0
}

=====

two | {
  "formula": "C2HClF3N",
  "method": "ωB97M-V/def2-TZVPD",
  "species": ["C", "C", "N", "F", "F", "F", "Cl", "H"],
  "positions_angstrom": [[-0.99, 0.17, -1.33], [-0.46, 1.24, -2.24], [-1.01, -0.98, -1.73], [-0.20, 0.75, -3.46], [0.65, 1.72, -1.66], [-1.28, 2.25, -2.40], [-1.52, 0.74, 0.24], [-1.13, -1.60, -0.88]],
  "homo_ev": -11.5057,
  "smiles": "[H]/N=C(\\Cl)C(F)(F)F",
  "charge": 0
}

=====

Which is most stable? The ranking, best first, is two, one.